Below is a 2-piece molecular cluster, C3H11N2 overall, with properties calculated with ωB97M-V/def2-TZVPD.

Computed properties:
Electronic energy = -230.13625 a.u.
LUMO level = -3.08 eV
Total charge = +1
E_HOMO = -14.5 eV
Kohn-Sham gap = 11.463 eV

Atoms and positions in Å:
C: 0.79 -1.33 -2.05
N: 1.27 -0.51 -1.21
H: 1.04 -1.42 -3.10
H: -0.03 -1.97 -1.71
H: 0.09 0.82 -0.22
H: 2.14 -0.11 -1.55
C: -1.82 0.88 0.63
N: -0.32 0.89 0.73
C: 0.25 -0.13 1.67
H: -2.20 0.05 0.03
H: -2.21 0.85 1.64
H: -2.12 1.81 0.15
H: -0.13 1.83 1.05
H: 0.33 -1.07 1.16
H: -0.39 -0.17 2.55
H: 1.22 0.27 1.96